(1)
Here is a molecular structure, C19H31IO3Sr at a distorted geometry from the Open Molecules 2025 dataset. Energies are from the ωB97M-V functional and the def2-TZVPD basis.

```
55
C19H31IO3Sr (the ωB97M-V functional and the def2-TZVPD basis)
H -1.87235 2.86033 1.41192
Sr -3.05175 4.08304 0.90822
H 4.96630 -2.12932 -0.33592
H 3.53977 -0.41470 -2.02263
H -3.11589 -3.56359 0.64734
H -1.87581 2.01127 -3.17380
O -2.05973 -1.72710 2.84790
H -3.61549 1.72280 0.46112
C 4.88352 -1.16277 0.16186
C -0.33423 2.73997 2.80108
C -1.42923 2.06183 2.00335
H 3.37924 0.32415 0.49984
H -2.34858 -3.67360 -1.89974
H -3.42611 3.01343 -3.25887
H 5.19122 -1.31983 1.19365
C -1.89525 0.41331 -0.08901
H 0.82169 1.21199 3.65868
H -0.66787 1.11176 -1.74653
O -2.29245 -1.90687 -0.35435
C -1.94453 -4.16497 -1.01955
C 5.86482 -0.19377 -0.48564
H 6.84636 -0.65796 -0.51164
C -1.73801 -1.00845 1.93197
H 0.01705 1.31948 0.71835
C 2.80785 -0.72783 -1.28399
H 1.41982 0.61487 -2.29282
H 1.79017 2.61755 2.92556
C -0.98094 0.17741 -1.28566
I -4.59185 -0.92747 1.07830
H -0.55241 3.76092 3.12897
H -3.80415 0.87593 -1.10879
C 3.43448 -0.69995 0.12419
H -1.35503 -3.35956 0.86087
C -2.63651 2.57958 -2.64986
H -1.53810 -0.34719 -2.05911
H 2.80470 -1.31964 0.76538
C 1.57523 0.18281 -1.30470
H 5.60564 0.01168 -1.52181
H -0.87056 -4.19263 -1.17699
C 0.83140 2.17033 3.15154
H 1.65130 0.99213 -0.57766
O -0.70132 -0.12940 1.96765
C -2.46069 -0.89706 0.56173
C -2.62460 2.67218 -1.26985
H 5.96039 0.74188 0.05847
C -0.93675 0.93613 1.06050
H 0.33320 -1.09106 -0.00827
H -2.35575 -5.15016 -0.85978
H -2.20352 1.66519 2.68314
C 0.30524 -0.63373 -0.99251
C -3.09526 1.35128 -0.45324
C -2.19179 -3.23031 0.18052
H 2.52580 -1.74181 -1.55380
H 0.31629 -1.45515 -1.70284
H -2.30498 3.60262 -0.79272
```

Summary:
M: 521.98 g mol⁻¹
Energy above the lowest of the compared OMol25 structures with the same formula, charge and spin: 0.0 kJ/mol
Net charge: +2

Atom charges from the Mulliken analysis, given in e for atoms 1 to 4: -1.878, 1.744, 0.318, 0.387

(2)
Here is a molecular structure, C19H31N2O2 at a distorted geometry from the Open Molecules 2025 dataset. Energies are from the ωB97M-V functional and the def2-TZVPD basis.

```
54
C19H31N2O2 (the ωB97M-V functional and the def2-TZVPD basis)
N -2.71055 -0.08628 2.34392
C 2.13139 0.18911 1.84778
H -5.68398 -0.51935 3.38840
C 4.33808 -0.12203 0.83112
N 1.41888 2.68063 2.54644
C -2.66210 -1.49386 2.70849
C 4.56463 -1.24263 1.63560
C 1.19493 4.35290 -1.03577
C -4.06258 0.44136 2.27089
H 4.74949 5.54280 4.68985
H 5.10538 0.22426 0.12488
H 2.16062 1.58560 4.18117
H 3.74408 3.33701 4.94425
H -1.85067 1.67791 1.70401
H -4.26836 0.90430 1.29210
H -2.13133 -2.12449 1.97224
H 1.42389 5.42143 -0.98300
H 3.76224 -2.52958 3.18456
C 3.38925 3.36518 3.90125
C 2.04969 2.64094 3.88660
H 4.11228 2.85577 3.22704
H 2.10876 2.96562 1.82657
H -2.15569 -1.65797 3.67679
H -4.33343 -2.76490 2.09504
H 0.24869 4.24743 -1.58367
H 0.52898 5.44185 1.23836
H 1.97713 3.82452 -1.58126
C 0.22099 4.38044 1.13542
H -4.21318 1.21353 3.04271
H -0.63641 3.21140 2.75303
C 0.86671 0.98403 1.92675
C 0.30878 3.70642 2.50342
H 0.67319 1.59639 1.04601
H 5.15669 5.25120 2.98978
C -0.31874 0.27659 2.32961
C 3.11916 0.56846 0.92047
H 4.03807 6.55647 3.40119
O 3.19989 4.72245 3.51224
H 1.33110 3.07832 4.59071
C 3.59186 -1.65543 2.54304
C -1.63338 0.69153 2.14367
H 1.60880 -1.33330 3.32607
C -4.14683 -1.96878 2.82904
O 1.13473 3.76177 0.24117
H -0.82392 4.31252 0.76274
C 2.38349 -0.94137 2.65640
H 0.54240 4.46456 3.26560
H -0.16176 -0.72727 2.76278
C 4.34449 5.53952 3.66686
H 5.52169 -1.77128 1.58107
C -5.02425 -0.73849 2.54586
H -4.34671 -2.38391 3.82213
H 2.89823 1.35548 0.18372
H -5.64708 -0.91308 1.66471
```

Summary:
M: 319.47 g mol⁻¹
Energy above the lowest of the compared OMol25 structures with the same formula, charge and spin: 320.4 kJ/mol
Net charge: +1

Atom charges from the Mulliken analysis, given in e for atoms 1 to 4: 0.188, 0.537, 0.303, -0.772

(3)
Here is 2 unconnected molecules or ions with the total composition C19H31N3O from the Open Molecules 2025 dataset. Energies are from the ωB97M-V functional and the def2-TZVPD basis.

```
54
C19H31N3O (the ωB97M-V functional and the def2-TZVPD basis)
H -9.24051 1.01954 -0.65325
N -6.29348 0.89898 0.72040
C -2.70056 -1.04564 -0.20254
H 3.53561 2.62558 0.07583
C -2.74422 1.05437 1.13949
H 5.45965 -0.89395 -1.42959
H 5.89597 3.62074 1.71881
H 5.72377 3.23347 -0.00441
C -1.36311 -1.70405 -0.52192
H 3.78888 -2.52330 -1.23199
H -2.99265 -1.37454 0.79773
H -0.78340 -1.73477 1.54016
C -2.74685 0.51608 -0.22456
C 4.53926 -1.40610 0.44029
H -1.45358 0.57013 -1.97419
H 3.48145 0.56424 -1.40728
O 4.96824 1.82530 1.33397
H -3.47152 -1.39795 -0.88962
H 1.79739 -1.38638 -1.35303
H -7.68480 2.48980 1.00127
H -5.54803 1.22267 1.31363
N 0.47304 2.06342 -0.02707
C 5.91777 2.80964 0.98589
H 6.14726 -0.05994 -0.04800
C -0.31750 -1.50705 0.57640
C -0.49836 1.69601 -0.50701
H -3.72369 0.80565 -0.62121
H 3.34052 -3.18378 0.33390
C 5.20449 -0.38982 -0.49040
H 6.91962 2.37187 0.97776
H 0.71153 -3.23511 -0.21922
C 0.94887 -2.34631 0.37759
H -5.44710 -0.94022 0.05545
H -2.20369 2.10254 -1.59062
C -8.24726 0.77933 -0.31314
C 2.07209 -1.56604 -0.30769
C -7.48196 1.54600 0.52522
H -7.79554 -1.19644 -1.27051
H 4.96058 1.49936 -1.47409
C -1.72551 1.22724 -1.14935
H -1.54070 -2.77781 -0.63795
H 2.12911 -0.57868 0.16046
C 3.92203 1.64955 0.39491
H 3.11323 1.15767 0.93539
C 4.36550 0.84685 -0.82617
H 1.31304 -2.71729 1.33962
N -2.83543 1.45296 2.21069
C -6.29150 -0.27485 0.01388
H 5.31143 -2.07012 0.83723
C 3.44922 -2.25105 -0.22783
H -0.01390 -0.45903 0.61598
C -7.49159 -0.38045 -0.63655
H -0.97196 -1.36723 -1.48751
H 4.11885 -0.88107 1.30481
```

Summary:
M: 317.48 g mol⁻¹
Energy above the lowest of the compared OMol25 structures with the same formula, charge and spin: 230.8 kJ/mol
SMILES: COCCCCCCCCCC[C@@H](C#N)CC#N.c1cc[nH]c1
Net charge: 0

Atom charges from the Mulliken analysis, given in e for atoms 1 to 4: 0.399, 0.059, -1.038, 0.415

(4)
Here is a single C19H31N3O2S molecule from the Open Molecules 2025 dataset. Energies are from the ωB97M-V functional and the def2-TZVPD basis.

```
56
C19H31N3O2S (the ωB97M-V functional and the def2-TZVPD basis)
C 0.78368 -1.61291 -0.86485
C 0.30853 0.12319 2.85604
H 1.31855 1.88447 4.57443
H -2.90395 -4.05601 -4.57376
S -0.87377 1.64587 -0.60928
H -3.24258 -1.16272 -3.60347
C -2.74321 -2.00785 0.87323
H 2.95225 5.16494 2.67668
H 3.05415 1.95175 -0.48602
C 1.72118 2.00801 3.56464
C 0.56068 -0.43380 -2.91397
H -4.22950 -2.55718 -3.12337
H 0.42770 -0.96782 2.75035
H -0.23278 0.32874 3.78295
H -1.19783 -0.81475 -4.02616
H -2.10020 -4.06232 1.09218
C 1.02153 3.18913 2.88261
H 0.82753 4.32014 4.70548
H 1.43298 3.33610 1.88226
H 0.50538 5.23460 3.23290
H -2.73391 -3.65938 -0.52191
C 2.26116 0.58027 1.64162
H 3.05618 0.36102 -2.37932
C -2.13668 -3.29159 0.31616
C 2.15736 1.36435 -0.70861
C 2.58665 5.03369 3.69287
N 1.46826 1.09666 0.52924
H -3.78526 -2.17456 1.13234
H -3.58826 -2.72530 -5.51885
H -2.68764 -1.21468 0.13042
C -0.65378 -1.05613 -3.12781
C -0.44280 -2.23847 -1.04863
N 1.61708 0.71030 2.91531
C 1.29799 -0.70290 -1.77376
H 1.32746 -1.86569 0.03363
H -2.20208 -1.69414 1.76399
C -1.18332 -1.95734 -2.21226
H -0.04073 2.96281 2.77313
H 3.20999 1.12521 1.65734
N -0.45070 0.64796 1.73700
H 3.22633 -0.51774 -0.85019
C -3.23174 -2.24830 -3.45240
H 3.26234 4.36543 4.22076
H -1.87387 -2.71850 -5.07867
H 2.61191 5.99980 4.19156
O -0.78079 -3.12783 -0.06077
H 2.47652 -0.48778 1.48318
C 0.11930 1.07477 0.58862
O -2.38668 -2.59337 -2.37431
C -2.87312 -2.98226 -4.74191
H -1.45765 0.65342 1.75385
H 0.92425 0.27880 -3.63880
C 2.54273 0.07502 -1.46052
H 2.78993 2.21543 3.65631
C 1.16392 4.48642 3.67923
H 1.48372 1.95612 -1.33289
```

Summary:
M: 365.54 g mol⁻¹
Energy above the lowest of the compared OMol25 structures with the same formula, charge and spin: 30.6 kJ/mol
SMILES: CCCCN1CNC(=S)N(CCc2ccc(OCC)c(OCC)c2)C1
Net charge: 0

Atom charges from the Mulliken analysis, given in e for atoms 1 to 4: 0.089, -0.741, 0.258, 0.322